ORCA calculation (the ωB97M-V functional and the def2-TZVPD basis) on C28H26F5N5ReS3Te as an isolated structure in a non-equilibrium geometry.

Its charge is 0. Its multiplicity is 2. The frontier orbital gap (alpha / beta) comes out at 0.178 / 0.185 Ha. The HOMO energy (alpha / beta) is -7.7 / -7.8 eV. Its expectation value of S² is 0.77.

Each line ends with the Löwdin charge.
Cartesian coordinates (Å):
1 Re -0.20 0.06 -0.34  0.64
2 C -0.16 -3.05 -0.81  -0.05
3 N 0.61 -1.86 -1.23  -0.31
4 C 0.66 -1.83 -2.70  -0.09
5 C 1.91 -2.03 -0.59  -0.28
6 C 2.94 -2.75 -1.18  -0.05
7 C 4.09 -3.03 -0.45  -0.08
8 C 4.14 -2.68 0.89  -0.07
9 C 3.11 -1.98 1.48  -0.01
10 C 2.00 -1.56 0.73  -0.31
11 N 0.96 -0.76 1.19  -0.15
12 C 1.08 -0.11 2.45  -0.28
13 C 2.25 0.56 2.81  -0.10
14 C 2.34 1.30 3.98  -0.08
15 C 1.26 1.39 4.82  -0.08
16 C 0.07 0.75 4.49  -0.02
17 C -0.05 0.01 3.31  -0.23
18 N -1.26 -0.61 2.99  -0.23
19 C -2.47 -0.04 3.55  -0.09
20 C -1.27 -2.06 3.02  -0.07
21 H 0.37 -3.96 -1.11  0.11
22 H -0.31 -3.05 0.26  0.09
23 H -1.13 -3.03 -1.30  0.05
24 H 0.96 -2.80 -3.11  0.10
25 H -0.34 -1.60 -3.08  0.07
26 H 1.35 -1.06 -3.04  0.07
27 H 2.86 -3.09 -2.20  0.12
28 H 4.91 -3.55 -0.92  0.11
29 H 5.01 -2.94 1.48  0.11
30 H 3.15 -1.75 2.54  0.11
31 H 3.10 0.53 2.15  0.06
32 H 3.26 1.82 4.21  0.11
33 H 1.33 1.93 5.76  0.11
34 H -0.77 0.80 5.16  0.11
35 H -2.65 -0.36 4.59  0.09
36 H -2.41 1.05 3.51  0.09
37 H -3.32 -0.37 2.96  0.07
38 H -1.43 -2.44 4.04  0.09
39 H -2.09 -2.44 2.40  0.07
40 H -0.32 -2.45 2.65  0.07
41 S -0.67 2.13 0.72  0.62
42 C -0.84 3.23 -0.61  -0.72
43 C -0.86 4.62 -0.29  -0.29
44 N -0.82 5.74 -0.01  0.18
45 C -0.85 2.84 -1.92  -0.74
46 S -0.70 1.19 -2.43  0.59
47 C -0.91 3.81 -2.95  -0.28
48 N -0.91 4.58 -3.81  0.19
49 C 2.23 3.27 -1.53  -0.36
50 Te 2.30 1.35 -0.59  1.41
51 C 3.41 0.61 -2.27  -0.36
52 H 3.26 3.60 -1.63  0.02
53 H 1.69 3.97 -0.91  0.00
54 H 1.77 3.21 -2.52  0.01
55 H 2.82 0.72 -3.18  0.01
56 H 3.67 -0.43 -2.09  -0.01
57 H 4.32 1.20 -2.35  0.01
58 F -6.15 -3.73 -1.43  0.13
59 C -5.28 -2.89 -0.84  -0.23
60 C -3.81 -3.13 -0.88  -0.26
61 F -3.19 -3.98 -0.05  0.12
62 C -3.21 -2.56 -2.08  -0.09
63 F -3.74 -2.61 -3.30  0.12
64 C -3.52 -1.57 -1.06  -0.52
65 S -2.53 -0.42 -0.14  0.66
66 C -5.03 -1.36 -1.07  -0.31
67 F -5.60 -0.54 -1.95  0.14
68 C -5.62 -1.87 0.15  0.01
69 F -5.07 -1.77 1.36  0.08